No. 1
C27H33Co2O7Si | ωB97M-V with the def2-TZVPD basis set

## Properties
DFT total energy: -125999.13694 eV
strongest force on any atom: 4.87 eV Å⁻¹
net charge: -1

Last column: natural (NBO) charge in e.
Positions of all 70 atoms, in Å:
O1 4.160 -3.481 4.871  -0.525
H1 2.952 2.454 0.198  0.197
H2 -0.491 5.231 -0.278  0.207
H3 -1.563 0.353 0.201  0.210
C1 3.244 -2.950 4.407  0.607
H4 -3.317 0.518 0.064  0.204
H5 -1.337 2.656 1.228  0.238
H6 -0.258 4.444 -3.243  0.216
H7 -3.100 2.770 1.154  0.200
Si1 -0.720 2.581 -1.804  2.112
H8 -2.298 2.492 -4.429  0.195
H9 3.952 -0.651 1.739  0.196
C2 -1.199 -2.152 1.237  0.566
H10 1.694 -0.723 -1.365  0.228
C3 3.261 -1.314 1.213  -0.605
C4 -0.079 5.309 -1.292  -0.597
H11 0.990 5.070 -1.259  0.222
O2 2.400 0.608 4.532  -0.530
C5 0.632 -2.655 4.850  0.484
H12 2.007 -6.453 -0.798  0.201
O3 0.156 -3.130 5.798  -0.559
C6 -0.641 1.525 -3.367  -0.743
H13 0.061 -7.719 0.138  0.200
H14 0.343 2.983 -4.676  0.195
H15 -1.891 0.863 -5.000  0.201
H16 -2.773 4.260 -3.274  0.205
C7 2.374 -2.003 1.939  0.028
H17 2.591 -4.200 0.117  0.213
C8 -0.017 -4.987 2.173  -0.224
C9 -2.244 4.878 -2.537  -0.601
H18 3.408 -1.510 0.146  0.184
H19 0.860 -0.656 0.186  0.254
H20 -1.180 -6.799 2.111  0.204
C10 -2.177 2.980 0.593  -0.612
C11 0.931 -0.162 -0.800  -0.699
C12 1.423 1.224 -0.591  0.338
H21 -0.032 -0.259 -1.317  0.212
C13 0.340 -6.747 0.552  -0.246
Co1 1.870 -2.131 3.644  -0.128
C14 -0.808 4.406 -2.289  -0.736
C15 -0.151 -0.031 2.702  0.456
O4 0.672 2.320 -0.879  -0.898
C16 -0.363 -6.232 1.647  -0.208
H22 -0.178 6.354 -1.614  0.190
H23 1.471 1.961 -3.748  0.222
H24 -3.066 2.556 -1.330  0.213
C17 -1.984 1.491 -4.103  -0.603
H25 -0.541 -4.604 3.058  0.226
C18 2.184 -0.454 4.128  0.563
C19 -2.217 2.203 -0.722  -0.750
C20 1.419 -6.027 0.016  -0.217
H26 -0.413 0.500 -3.038  0.234
O5 -1.715 -2.478 0.251  -0.562
H27 -2.122 4.066 0.448  0.195
C21 2.643 1.436 -0.034  -0.509
C22 0.509 1.974 -4.277  -0.605
O6 -0.122 1.131 2.660  -0.565
C23 -2.367 0.711 -0.459  -0.598
C24 1.754 -4.768 0.529  -0.245
C25 -1.791 -1.968 3.705  0.495
H28 -2.375 0.105 -1.376  0.202
C26 1.000 -4.205 1.581  0.038
H29 -2.780 1.061 -3.482  0.214
O7 -2.747 -2.079 4.345  -0.551
H30 0.593 1.284 -5.127  0.200
H31 -2.836 4.890 -1.611  0.207
H32 3.312 0.602 0.083  0.213
H33 -2.228 5.904 -2.929  0.199
C27 1.283 -2.849 2.085  -0.397
Co2 -0.365 -1.777 2.715  -0.073

=====

No. 2
C4H17NO5S2 | ωB97M-V with the def2-TZVPD basis set

## Properties
DFT total energy: -37821.10972 eV
strongest force on any atom: 2.56 eV Å⁻¹
structure (SMILES): CN[C@H](C=O)CSS.O.O.O.O
net charge: 0

Last column: natural (NBO) charge in e.
Positions of all 29 atoms, in Å:
C1 0.098 -1.448 -1.540  -0.546
H1 -1.752 2.531 0.746  0.505
H2 2.867 -0.730 -0.420  0.159
H3 -1.771 -0.792 2.275  0.197
S1 1.597 0.464 -3.501  -0.121
C2 -0.921 -1.374 1.757  -0.408
H4 -0.096 -1.586 2.499  0.185
H5 -0.399 -2.491 -1.580  0.240
N1 -0.446 -0.517 0.617  -0.666
C3 0.635 -1.156 -0.133  -0.185
H6 -2.423 1.392 1.480  0.458
H7 0.992 -2.174 0.316  0.216
H8 -0.704 2.256 -0.954  0.502
H9 -0.739 -0.858 -1.757  0.239
O1 -2.076 1.105 -1.428  -0.979
H10 2.728 0.215 2.246  0.487
O2 -0.220 2.601 -0.160  -1.013
H11 2.544 -1.079 3.074  0.485
C4 1.883 -0.270 -0.174  0.487
H12 -1.329 -2.303 1.425  0.197
O3 1.840 0.918 0.105  -0.609
H13 0.562 0.750 -4.315  0.132
H14 -2.705 1.568 -0.879  0.501
H15 -0.100 0.365 0.966  0.391
H16 0.595 2.130 -0.068  0.494
H17 -1.746 0.406 -0.897  0.481
S2 1.313 -1.427 -2.893  0.097
O4 2.384 -0.652 2.205  -0.952
O5 -2.612 2.155 0.988  -0.975

=====

No. 3
C5H10N2 | ωB97M-V with the def2-TZVPD basis set

## Properties
DFT total energy: -8325.27570 eV
strongest force on any atom: 0.45 eV Å⁻¹
structure (SMILES): CC/N=C/[C@H]1CN1
net charge: 0

Last column: natural (NBO) charge in e.
Positions of all 17 atoms, in Å:
N1 1.237 0.400 1.503  -0.572
C1 -2.276 -0.109 -0.194  -0.605
C2 2.526 0.282 0.846  -0.239
H1 3.318 -0.113 1.475  0.199
H2 -1.479 -0.368 -2.208  0.172
H3 0.399 -1.318 -1.378  0.154
H4 2.819 1.031 0.114  0.198
C3 -1.472 0.390 -1.409  -0.238
H5 -3.357 -0.052 -0.334  0.210
H6 -1.992 0.492 0.678  0.220
N2 -0.160 0.597 -0.828  -0.435
H7 0.696 1.154 1.072  0.375
C4 0.563 -0.437 -0.738  0.118
H8 -1.876 1.329 -1.793  0.197
C5 1.410 -0.612 0.470  -0.164
H9 -1.997 -1.145 0.042  0.202
H10 1.381 -1.643 0.821  0.207

=====

No. 4
C7H18NO10SV | ωB97M-V with the def2-TZVPD basis set

## Properties
DFT total energy: -66034.95418 eV
strongest force on any atom: 2.16 eV Å⁻¹
net charge: 0

Last column: Löwdin charge in e.
Positions of all 38 atoms, in Å:
H1 1.515 5.558 4.126  0.073
H2 -1.291 2.614 0.194  0.093
C1 -2.447 -0.188 -3.300  -0.061
O1 -2.000 -2.388 -2.537  -0.263
C2 -1.462 -1.037 -2.553  -0.258
H3 -3.459 -0.508 -3.061  0.086
H4 0.000 4.314 2.806  0.021
O2 2.560 -2.405 1.492  0.065
H5 0.487 6.949 3.703  0.075
C3 2.649 -1.660 -0.692  0.050
H6 -2.425 -4.926 -3.059  0.078
H7 -1.504 -5.690 -1.720  0.080
O3 1.629 2.285 4.804  -0.298
N1 3.290 -2.122 0.574  -0.446
C4 0.837 5.971 3.372  -0.177
H8 -2.312 0.866 -3.067  0.079
C5 -2.087 -4.829 -2.034  -0.118
H9 1.705 -1.213 -0.389  0.075
O4 0.132 2.387 2.359  -0.094
H10 2.432 -2.553 -1.270  0.095
H11 -2.317 -0.297 -4.379  0.084
O5 0.758 0.457 1.585  -0.036
H12 -0.475 -1.056 -3.017  0.121
C6 -0.885 1.613 0.316  0.018
H13 -0.393 1.339 -0.620  0.086
O6 4.504 -2.224 0.599  0.054
O7 -0.920 -3.116 -0.490  -0.264
O8 0.129 -3.577 -2.684  -0.276
C7 0.059 1.483 1.452  -0.657
H14 -2.914 -4.648 -1.351  0.077
O9 -0.294 5.160 3.164  -0.128
V1 1.291 1.153 3.725  1.131
H15 -1.712 0.911 0.430  0.098
S1 -1.040 -3.441 -1.868  0.538
H16 -1.342 -0.694 -1.522  0.096
O10 2.612 0.293 3.636  -0.270
H17 3.290 -0.930 -1.167  0.095
H18 1.398 6.147 2.443  0.077

=====

Going through the records in order, we get molecular weight values of 615.51 223.32 98.15 359.23 g/mol.
Going through the records in order, we get Kohn-Sham gap values of 6.9 9.4 10.2 7.5 eV.